(1)
DFT (ωB97M-V/def2-TZVPD) results for an isolated ion of composition C8H10BrN4 and charge +1 in a non-equilibrium geometry.

```
23
Properties=species:S:1:pos:R:3:forces:R:3:nbo_charge:R:1
N 1.274576 -0.538075 -0.397544 0.421 -0.717 -0.360 -0.24
C -1.566072 1.745807 0.235610 -0.429 -0.098 -0.102 -0.27
N 2.331256 0.334263 -0.481528 4.469 -1.846 2.249 -0.36
H 2.236393 1.261144 -0.861744 0.103 0.008 -0.173 0.46
H -3.218445 -1.105469 -0.548409 -0.088 -0.120 0.014 0.22
H 0.540202 1.963253 0.353898 0.029 0.075 0.052 0.20
H -4.093685 2.328902 0.269944 -0.138 -0.068 -0.024 0.40
C 1.758948 -1.771383 0.231856 -0.741 -0.593 -0.098 -0.04
H -4.706853 0.757866 -0.115657 0.043 0.155 0.028 0.40
H 3.762050 -2.089477 1.024364 0.128 0.024 -0.048 0.45
H 1.637585 -2.624758 -0.451620 0.034 0.117 0.248 0.21
C 3.507681 -0.267734 0.067040 -4.212 1.322 -1.798 0.34
C -1.103844 -0.901322 -0.434393 0.404 0.191 0.026 -0.21
C -2.394850 -0.441654 -0.336783 -0.104 0.261 0.089 -0.24
H -0.918429 -1.921935 -0.728020 -0.014 -0.182 -0.074 0.22
H 1.232548 -1.987114 1.178156 0.112 0.136 -0.217 0.21
C -0.275042 1.283822 0.146985 0.304 -0.495 -0.010 -0.18
N -3.925198 1.358777 0.078244 -0.548 0.159 0.048 -0.78
C -2.659466 0.897093 -0.006981 0.738 -0.172 -0.007 0.19
N 3.177368 -1.508920 0.444437 0.467 1.320 -0.185 -0.55
C -0.026827 -0.047960 -0.190677 -0.632 0.533 0.189 0.04
H -1.746209 2.779235 0.488004 -0.015 0.127 0.053 0.22
Br 5.176312 0.495639 0.034818 -0.331 -0.139 0.101 0.29
```
Forces are in eV/Å.

Summary:
- Gap between HOMO and LUMO (alpha / beta): 6.7153 / 6.7146 eV
- Total charge: +1
- LUMO energy (alpha / beta): -3.73 / -3.73 eV
- E_tot: -3103.59911 Eh
- Max |F|: 5.33 eV/Å
- HOMO energy (alpha / beta): -10.45 / -10.45 eV
- Relative energy (zero: lowest compared OMol25 entry of this formula, charge and spin): 14.77 kcal per mole

***

(2)
DFT (ωB97M-V/def2-TZVPD) results for C23H37BBeCsF7Mg2N3O9P as an isolated structure in a non-equilibrium geometry.

```
85
Properties=species:S:1:pos:R:3:forces:R:3:mulliken_charge:R:1
C 3.972971 1.661048 -0.139194 0.030 0.074 0.511 0.92
H 2.172710 1.017868 -2.926257 0.111 -0.034 -0.139 0.88
C 0.991578 5.616227 0.544950 0.166 -0.005 -0.027 0.26
O 4.249701 -6.788979 0.428283 -0.186 1.008 -0.114 -0.26
H 2.226064 -6.916822 0.561915 0.072 0.540 -0.424 0.30
H -1.011508 -2.788316 -1.012805 0.124 -0.203 -0.117 -0.19
H -2.224733 -2.758092 0.297802 -0.158 -0.245 -0.287 0.44
C -3.920271 -1.288437 5.406542 0.013 0.306 0.141 -0.90
C 3.169460 -6.665789 1.074050 -0.497 -2.885 0.314 0.58
H 0.961851 1.072857 1.219332 -0.193 -0.179 -0.037 0.21
H 3.198050 1.672597 1.877856 0.175 0.229 0.057 0.25
C 2.346134 6.466903 -1.987480 -0.207 0.659 0.410 -0.06
C 1.520761 7.371763 -1.215275 -0.112 -0.171 0.166 -0.56
H -8.202388 -0.880708 1.033961 -1.098 -1.836 -2.411 0.09
H -3.118175 0.680878 0.154545 -0.343 0.049 0.066 0.41
H -0.573895 1.359049 -1.800195 -0.173 -0.034 -0.064 0.24
H 1.175188 -3.280201 -2.525175 -0.223 0.252 -0.049 0.15
H -2.065366 -0.744384 -1.566331 0.041 0.409 -0.106 0.66
O 2.933649 6.844547 -2.977655 0.207 -0.382 -0.153 -0.47
H 0.789211 -4.920672 -3.047902 -0.332 -0.045 -0.436 0.25
H 0.138247 -0.253668 -2.029609 -0.179 0.082 -0.295 0.43
P 2.809547 2.909174 -6.128061 0.408 0.297 -0.814 0.99
H -3.202503 -2.103341 5.280320 0.032 -0.121 0.023 0.35
O -0.665015 0.053008 -0.176331 -0.560 0.794 -0.590 -0.01
C -7.753558 -1.570905 0.320857 0.124 -0.808 -0.624 -0.64
N -3.416433 0.606185 3.603878 -0.610 -0.128 -0.098 -0.05
C 2.989369 1.525051 0.831750 0.022 0.072 -0.572 -0.83
F 1.974610 2.184786 -4.820799 -0.706 -0.718 0.371 -0.33
H 1.814341 3.676997 0.105670 0.747 0.326 0.554 0.41
F 1.397844 3.782540 -6.113949 0.695 0.323 0.638 -0.34
Mg 1.103149 3.303704 -1.701765 1.088 -1.268 -1.545 1.28
C 0.003242 0.552524 -1.307745 0.801 -0.639 0.249 -0.36
H -1.393694 1.605880 1.416833 0.022 0.148 -0.072 -0.01
O -0.782817 -3.609814 -3.068247 -0.041 0.078 -0.269 -0.40
C -2.623178 0.640277 2.555167 0.157 0.461 0.291 0.31
F 2.390754 2.492419 -7.653120 -0.701 -0.212 0.667 -0.32
H 3.030062 -4.492360 0.528869 -0.132 -0.428 -0.284 0.32
F 0.659841 -3.450990 0.702439 1.155 -0.533 0.582 -0.79
H -7.807601 -2.590420 0.706115 -0.206 -0.016 0.048 0.44
H 0.897913 -3.659883 -4.237047 -0.309 -0.202 -0.176 0.33
H 4.995995 1.910497 0.163921 -0.738 0.047 -0.075 -1.16
H -5.926022 -1.274695 0.947413 0.369 -0.761 -0.290 0.38
H -1.521848 -0.803937 1.864166 -0.018 -0.193 -0.302 0.23
C 3.218917 -7.388985 2.461517 -0.073 0.644 0.674 -1.16
C 1.751014 4.698151 -0.294916 -1.025 0.004 -0.206 -0.31
H 2.165148 -4.925464 2.019951 -0.319 -0.665 -0.292 0.31
Cs -7.549628 0.205051 2.527487 -0.829 2.960 2.956 1.15
O -5.120901 -1.167235 3.194461 0.090 0.702 0.456 -0.47
O 0.517476 5.253705 1.597275 -0.243 -0.006 0.070 -0.62
H -0.597671 -2.205431 0.608904 -0.046 -0.297 -0.426 0.63
C 3.679960 1.496268 -1.471642 0.493 -0.060 -0.328 0.14
O 0.136170 7.846678 0.632904 -0.109 0.077 0.051 -0.51
C 0.504588 -3.844144 -3.200009 0.944 0.031 0.961 -0.37
F 3.940533 3.223090 -4.952084 -0.861 0.415 0.293 -0.33
O -6.394149 -1.200639 0.110549 -0.306 0.701 0.227 -0.44
N -1.941108 1.775696 2.261379 0.817 -1.100 -0.167 -0.50
C 1.704530 1.188270 0.446981 0.253 0.217 0.431 -0.22
H 3.284649 -8.460172 2.284533 0.049 0.017 -0.281 0.34
H -4.835633 -1.700829 5.821623 -0.033 -0.222 0.002 0.32
F 3.545245 1.431834 -6.200517 0.484 0.596 -0.103 -0.33
H -5.417105 -0.442534 2.644379 1.281 -0.293 -0.625 -0.09
H -3.497116 -0.604523 6.139137 0.141 0.032 0.048 0.38
F 3.488819 4.232713 -6.797362 0.335 -0.827 -0.112 -0.32
H 1.436405 8.370738 -1.626878 -0.054 0.028 0.133 0.48
Mg 7.159340 1.826172 0.177411 0.836 0.011 -0.034 0.27
H 4.452246 1.628450 -2.215574 -0.022 0.060 -0.192 0.50
H -1.299166 2.074107 2.992869 -0.492 0.706 0.194 0.36
H -8.292410 -1.511910 -0.618906 0.136 0.033 -0.090 0.24
C 2.398895 1.155996 -1.870958 -0.468 -0.135 -0.033 -0.52
C -1.775555 -0.809033 -0.519501 -0.200 -1.197 0.758 0.21
C 1.406973 0.987850 -0.894321 -0.716 0.228 -0.335 -0.39
C 0.822462 7.057149 0.019458 0.415 -0.112 -0.424 0.33
H -3.510212 1.447987 4.162213 0.307 0.065 0.051 0.31
C 2.427409 5.013011 -1.505666 1.107 0.838 0.396 0.98
N -2.500164 -0.513667 1.804238 -0.436 0.084 0.097 0.24
C -2.924108 -0.372905 0.372010 0.487 0.565 -0.024 -1.17
H -3.811688 -0.972280 0.208570 -0.069 -0.075 -0.180 0.46
Be 2.845992 -0.165614 3.240953 -0.088 -0.394 0.407 0.04
H 2.301468 -7.166127 3.005639 -0.040 0.030 -0.097 0.38
C 3.089778 -5.067634 1.447429 0.312 2.431 0.320 -0.95
O 3.021262 4.134777 -2.176704 -1.299 0.111 0.046 -0.54
C -1.384855 -2.240750 -0.163406 -0.250 0.821 0.589 -1.16
B -4.165030 -0.637906 4.038741 0.429 -0.783 0.188 0.13
H 4.067826 -7.070672 3.062641 0.078 -0.016 -0.080 0.36
H 3.946152 -4.743604 2.033506 0.150 -0.338 -0.036 0.40
```
Forces are in eV/Å.

Summary:
- Gap between HOMO and LUMO: 1.3079 eV
- Total charge: +2
- LUMO energy: -9.33 eV
- E_tot: -3239.23815 Eh
- Max |F|: 4.26 eV/Å
- HOMO energy: -10.64 eV